C25H54BI2O7PSi | the ωB97M-V functional and the def2-TZVPD basis

The HOMO energy comes out at -0.29304 Eh. The frontier orbital gap comes out at 0.302 hartree. The value obtained for the max |F| is 0.042 hartree/bohr. For the total energy, the calculation gives -2762.6868 hartree. The lowest unoccupied orbital energy is 0.248 eV. The value obtained for the molar mass is 790.380 g mol⁻¹.

Element x y z (Å)
C  0.3582  1.3082  -1.1996
B  1.4417  0.7681  -0.2002
O  2.6954  1.3213  -0.2511
P  0.9284  -0.6594  1.0078
C  2.0333  -1.8034  1.9578
C  3.4473  -1.2175  2.1800
C  3.8067  -0.9485  3.6320
C  5.0528  -0.0525  3.7589
C  6.1780  -0.3769  2.7864
C  7.3713  0.6037  2.9311
C  7.4740  1.5061  1.6987
C  6.2157  2.3278  1.4829
O  6.5352  3.4743  0.6821
C  5.5069  4.3529  0.5420
C  5.3053  4.8740  -0.8493
O  4.7909  4.6993  1.4802
C  1.0463  0.6652  2.4756
C  -0.0946  1.6616  2.5853
O  -1.3120  1.0293  2.9852
Si  -2.7300  1.6378  2.3474
C  -3.0887  0.9703  0.6216
C  -2.7923  3.5207  2.3544
C  -4.1195  1.0335  3.4586
C  0.6376  -1.9262  -0.4840
I  -1.4005  -2.5004  -0.7338
C  1.5716  -2.3876  -1.3188
C  3.0232  -1.9966  -1.1780
I  1.2060  -3.6824  -2.9522
H  0.8449  1.4174  -2.1696
H  -0.0389  2.2664  -0.8752
H  -0.4539  0.5989  -1.3366
H  3.0665  1.5123  0.6122
H  -0.4475  -0.7438  1.2903
H  2.0996  -2.7449  1.4238
H  1.5980  -2.0391  2.9246
H  3.5963  -0.3239  1.5795
H  4.1611  -1.9452  1.8015
H  4.0118  -1.8727  4.1679
H  2.9876  -0.4435  4.1366
H  5.4605  -0.2163  4.7565
H  4.7769  0.9995  3.7106
H  6.5142  -1.4004  2.9409
H  5.8514  -0.3174  1.7517
H  7.2747  1.1888  3.8407
H  8.2783  0.0062  2.9430
H  7.5657  0.8376  0.8438
H  8.3475  2.1492  1.7254
H  5.7445  2.6164  2.4179
H  5.4913  1.7410  0.9146
H  4.6162  4.2349  -1.3939
H  6.2377  4.9474  -1.3993
H  4.8598  5.8587  -0.7805
H  1.9720  1.2493  2.4712
H  1.0444  0.1104  3.4128
H  -0.2437  2.2628  1.6800
H  0.1698  2.3706  3.3725
H  -3.8329  0.1851  0.6831
H  -2.1659  0.5655  0.2150
H  -3.4050  1.7599  -0.0542
H  -3.6358  3.9101  2.9132
H  -2.8966  3.8663  1.3262
H  -1.8652  3.9628  2.7118
H  -4.0467  1.5577  4.4092
H  -5.0421  1.3717  2.9893
H  -4.1170  -0.0420  3.5876
H  3.5966  -2.4629  -1.9727
H  3.1890  -0.9269  -1.2675
H  3.4568  -2.3642  -0.2553
C  -3.7476  -4.0865  -3.1904
O  -5.0344  -3.5238  -3.3161
C  -5.3039  -2.6037  -2.2734
C  -6.5070  -1.7524  -2.6079
O  -6.2154  -0.6659  -3.4740
C  -6.0263  -0.9803  -4.8451
C  -7.3116  -1.2624  -5.5895
O  -7.7392  -2.5938  -5.3634
C  -9.0740  -2.7933  -5.7638
H  -3.6395  -4.6133  -2.2340
H  -3.6135  -4.7988  -4.0022
H  -2.9767  -3.3135  -3.2715
H  -4.4349  -1.9530  -2.1088
H  -5.5064  -3.1684  -1.3513
H  -6.8517  -1.2889  -1.6812
H  -7.3214  -2.3651  -2.9997
H  -5.3151  -1.7991  -4.9702
H  -5.5832  -0.0827  -5.2813
H  -7.1416  -1.1267  -6.6672
H  -8.0845  -0.5573  -5.2593
H  -9.7576  -2.1642  -5.1813
H  -9.3202  -3.8383  -5.5875
H  -9.2041  -2.5753  -6.8307



C25H54GaO20S | the ωB97M-V functional and the def2-TZVPD basis

The HOMO energy comes out at -0.19678 Eh. Its total charge is -1. The frontier orbital gap comes out at 0.270 hartree. The value obtained for the max |F| is 0.018 hartree/bohr. For the total energy, the calculation gives -4812.8425 hartree. The lowest unoccupied orbital energy is 1.987 eV. The value obtained for the molar mass is 776.477 g mol⁻¹.

Element x y z (Å)
C  -6.2372  4.3857  -1.5169
S  -5.1063  3.3153  -0.5916
O  -5.8572  2.0945  -0.2424
O  -3.9239  3.0850  -1.4415
Ga  -4.5964  4.4475  1.4183
H  -7.2499  4.1207  -1.2123
H  -6.1364  4.2498  -2.5926
H  -6.0518  5.4139  -1.2080
H  -3.9510  3.4188  2.4430
H  -6.0206  5.0268  1.8821
H  -3.5997  5.6575  1.0814
C  -5.5262  -4.9085  1.4291
C  -4.1179  -4.5342  1.0160
O  -4.1148  -3.6809  -0.1304
C  -4.3810  -2.3877  0.1242
O  -4.5930  -1.9221  1.2155
O  -4.3719  -1.7264  -1.0185
C  -4.7058  -0.3203  -0.8882
H  -6.0684  -5.3366  0.5846
H  -5.5053  -5.6364  2.2415
H  -6.0778  -4.0312  1.7649
H  -3.5640  -5.4250  0.7208
H  -3.5754  -4.0646  1.8370
H  -4.0847  0.1564  -0.1383
H  -5.7526  -0.2051  -0.6345
H  -4.5170  0.1440  -1.8501
C  -0.8970  3.7626  0.4826
C  0.3371  3.0996  1.0528
O  1.5407  3.8253  0.7023
C  1.7757  4.8918  1.4642
O  1.1150  5.2668  2.3955
O  2.8915  5.4991  1.0316
C  3.2129  6.6954  1.7391
H  -0.7942  3.9050  -0.5943
H  -1.7794  3.1535  0.6715
H  -1.0610  4.7439  0.9254
H  0.4586  2.1051  0.6260
H  0.2678  2.9857  2.1336
H  3.2441  6.5189  2.8122
H  2.4884  7.4753  1.5093
H  4.1968  7.0046  1.3952
C  2.7065  4.1807  -1.9460
C  3.6574  3.2052  -2.6031
O  3.0346  2.4984  -3.6921
C  2.9574  3.1625  -4.8390
O  3.3779  4.2692  -5.0589
O  2.3206  2.3858  -5.7223
C  2.1043  2.9997  -6.9930
H  1.7937  3.6757  -1.6516
H  3.1666  4.6246  -1.0742
H  2.4317  4.9780  -2.6395
H  3.9533  2.4369  -1.8901
H  4.5655  3.6983  -2.9515
H  3.0317  3.3903  -7.4070
H  1.3673  3.7966  -6.9029
H  1.7154  2.2299  -7.6550
C  2.4830  -3.0929  3.4623
C  2.5387  -1.6274  3.8365
O  1.5880  -0.8594  3.0903
C  0.3277  -0.9156  3.5321
O  -0.0558  -1.5300  4.4959
O  -0.4244  -0.1878  2.7178
C  -1.8285  -0.2110  3.0241
H  2.5901  -3.2167  2.3835
H  3.2771  -3.6463  3.9645
H  1.5262  -3.5307  3.7462
H  3.5136  -1.2123  3.5849
H  2.3864  -1.4840  4.9062
H  -2.0093  0.0483  4.0643
H  -2.2389  -1.1935  2.7984
H  -2.3063  0.5269  2.3860
C  5.1773  -6.6810  8.3721
C  5.2022  -5.2110  8.7337
O  4.2409  -4.4661  7.9757
C  2.9824  -4.5460  8.4155
O  2.6089  -5.1614  9.3806
O  2.2152  -3.8330  7.5963
C  0.8177  -3.8767  7.9032
H  5.2990  -6.8098  7.2957
H  5.9799  -7.2124  8.8842
H  4.2279  -7.1353  8.6533
H  6.1698  -4.7788  8.4837
H  5.0382  -5.0597  9.8003
H  0.6380  -3.6132  8.9431
H  0.4180  -4.8669  7.6894
H  0.3299  -3.1500  7.2590
C  0.3626  -0.8976  -6.9035
C  1.3313  -1.8846  -7.5151
O  0.7317  -2.6173  -8.5976
C  0.6716  -1.9715  -9.7575
O  1.0862  -0.8638  -9.9827
O  0.0664  -2.7676  -10.6440
C  -0.1215  -2.1749  -11.9290
H  -0.5606  -1.3977  -6.6089
H  0.8035  -0.4237  -6.0263
H  0.0946  -0.1178  -7.6162
H  1.6198  -2.6324  -6.7788
H  2.2418  -1.3919  -7.8555
H  0.8149  -1.7830  -12.3204
H  -0.8655  -1.3815  -11.8731
H  -0.4842  -2.9624  -12.5840



C25H54N4O4 | the ωB97M-V functional and the def2-TZVPD basis

The HOMO energy comes out at -0.51809 Eh. Its total charge is +2. The frontier orbital gap comes out at 0.190 hartree. The value obtained for the max |F| is 0.190 hartree/bohr. For the total energy, the calculation gives -1503.8310 hartree. The lowest unoccupied orbital energy is -8.924 eV. The value obtained for the molar mass is 474.731 g mol⁻¹.

Element x y z (Å)
N  -0.2585  0.8876  0.9491
O  0.1064  0.8676  -0.2047
O  -1.4154  0.9268  1.2330
O  0.5844  1.1072  1.7979
C  -1.4682  0.0627  -2.6674
C  -2.9657  0.4783  -2.6138
C  -3.4764  0.0258  -1.2965
C  -3.4123  0.9241  -0.0895
C  -3.8550  2.3810  -0.4180
C  -3.0774  2.9793  -1.6071
N  -3.2275  2.0092  -2.8333
O  -2.8134  2.5683  -4.0943
C  -1.5755  3.0855  -1.1631
C  -3.6697  4.3633  -1.9647
C  -3.8049  -0.2270  -3.6877
H  -1.2703  -1.0063  -2.5887
H  -0.8050  0.6510  -2.0331
H  -1.0865  0.2891  -3.6629
H  -3.0296  -0.8875  -0.9036
H  -4.5300  -0.2142  -1.4393
H  -2.4012  0.8738  0.3144
H  -4.1606  0.6676  0.6605
H  -4.0389  3.0710  0.4055
H  -4.8940  2.2766  -0.7305
H  -1.5528  3.8999  -0.4391
H  -0.9673  3.6641  -1.8584
H  -1.1223  2.1540  -0.8238
H  -4.7493  4.2418  -1.8757
H  -3.2898  4.7893  -2.8934
H  -3.4014  5.1140  -1.2214
H  -4.8112  0.1461  -3.8783
H  -4.0027  -1.2883  -3.5374
H  -3.2734  -0.1520  -4.6364
C  -2.2386  -1.4008  1.6123
C  -0.9670  -2.0827  2.0933
C  0.4577  -1.4122  1.8148
N  1.4182  -1.8518  2.8647
C  1.7517  -3.3143  2.8960
C  2.6779  -0.9593  2.6200
C  3.4377  -0.8886  3.9024
C  2.4621  -1.0586  5.0320
C  1.1168  -1.4490  4.3423
H  -3.0674  -2.1078  1.6496
H  -2.1011  -1.1009  0.5735
H  -2.4403  -0.6242  2.3501
H  -1.1136  -3.0719  1.6595
H  -1.0239  -2.2903  3.1619
H  0.2385  -0.3579  1.9837
H  0.8979  -1.6612  0.8492
H  0.8129  -3.7783  3.1983
H  2.5146  -3.6405  3.6030
H  2.0237  -3.4468  1.8488
H  3.1812  -1.2689  1.7041
H  2.4052  0.0698  2.3862
H  4.2847  -1.5538  3.7343
H  4.0105  0.0320  4.0141
H  2.6147  -1.9654  5.6172
H  2.4543  -0.2213  5.7298
H  0.5329  -2.1722  4.9116
H  0.4808  -0.5732  4.2135
C  -0.4449  -2.3240  -0.9589
C  0.7973  -1.5783  -1.6050
C  1.8007  -1.0559  -0.7058
N  2.8999  -0.2276  -1.3942
C  3.4928  -1.0298  -2.5301
C  4.0835  0.2766  -0.5217
C  3.6001  1.4675  0.3015
C  2.4677  2.0095  -0.6065
C  2.4299  1.1394  -1.9157
H  -1.1066  -1.5663  -0.5392
H  -0.1362  -3.0458  -0.2027
H  -1.1030  -2.7891  -1.6928
H  0.5798  -0.8344  -2.3715
H  1.2348  -2.3073  -2.2872
H  2.3904  -1.6992  -0.0527
H  1.2338  -0.3501  -0.0986
H  4.4709  -0.6981  -2.8786
H  2.7423  -1.1368  -3.3133
H  3.7973  -1.9360  -2.0066
H  4.9568  0.6379  -1.0647
H  4.3035  -0.6241  0.0514
H  4.4024  2.1696  0.5282
H  3.2544  1.1342  1.2800
H  2.7454  3.0330  -0.8585
H  1.5364  2.0698  -0.0433
H  3.0427  1.4611  -2.7578
H  1.4211  1.2246  -2.3197



C25H55B2IN2O11P | the ωB97M-V functional and the def2-TZVPD basis

The HOMO energy comes out at -0.15465 Eh. Its total charge is -1. The frontier orbital gap comes out at 0.241 hartree. The value obtained for the max |F| is 0.039 hartree/bohr. For the total energy, the calculation gives -2611.5332 hartree. The lowest unoccupied orbital energy is 2.346 eV. The value obtained for the molar mass is 739.220 g mol⁻¹.

Element x y z (Å)
C  -1.5840  -1.9339  4.0895
O  -1.2068  -1.2126  2.9457
C  -0.6740  0.0731  3.2462
P  -0.1469  1.0967  1.6679
I  1.1549  2.6643  3.3366
C  1.5089  0.0922  1.4247
C  1.8961  -1.1210  2.2757
C  1.3252  -2.5260  1.9538
C  0.7029  -2.7507  0.5855
C  0.7293  -4.2458  0.2300
N  -0.2623  -4.6362  -0.7912
O  -0.9430  -0.0464  0.5811
B  -1.1575  0.1189  -0.7271
O  -2.2799  0.7740  -1.1955
O  -0.3158  -0.4256  -1.7379
B  0.4105  2.3502  0.2220
C  -0.4410  3.5784  -0.3256
O  1.6398  2.1969  -0.3815
C  -1.8474  2.0635  1.9037
C  -1.9853  3.3791  2.3318
C  -3.2461  3.9263  2.4979
C  -4.3713  3.1574  2.2439
N  -4.2878  1.8933  1.8340
C  -3.0674  1.3891  1.6802
H  -2.6532  -2.1451  4.0482
H  -1.3744  -1.3911  5.0100
H  -1.0524  -2.8866  4.1311
H  -1.4641  0.6397  3.7483
H  0.1231  0.0262  3.9875
H  1.6085  -0.1849  0.3788
H  2.3085  0.8094  1.5800
H  1.8340  -0.9656  3.3491
H  2.9746  -1.2257  2.1159
H  0.6109  -2.7956  2.7245
H  2.1382  -3.2490  2.0628
H  -0.3451  -2.4691  0.6354
H  1.2245  -2.2012  -0.1923
H  0.4993  -4.7808  1.1505
H  1.7326  -4.5263  -0.0846
H  -0.6883  -3.7978  -1.1632
H  -1.0225  -5.1444  -0.3646
H  -2.3873  0.5896  -2.1305
H  -0.4838  -1.3685  -1.7995
H  -1.5015  3.3743  -0.4283
H  -0.3188  4.3755  0.4061
H  -0.0674  3.9422  -1.2857
H  1.6216  2.6037  -1.2523
H  -1.1231  3.9972  2.5195
H  -3.3534  4.9512  2.8228
H  -5.3594  3.5692  2.3852
H  -3.0310  0.3575  1.3730
C  4.5053  3.6136  -1.6798
O  5.1114  4.3397  -0.6355
C  4.2151  4.6129  0.4364
C  4.9225  4.6166  1.7702
O  5.2741  3.3265  2.2487
C  6.3403  2.6533  1.6101
C  7.7157  3.2073  1.9105
O  7.9714  4.4100  1.2016
C  8.8379  5.2795  1.8850
H  3.7587  4.2217  -2.2075
H  5.2903  3.3335  -2.3820
H  4.0272  2.7035  -1.3033
H  3.4099  3.8718  0.4678
H  3.7737  5.6061  0.2720
H  4.2085  5.0031  2.5007
H  5.7914  5.2789  1.7755
H  6.1799  2.5712  0.5336
H  6.3104  1.6418  2.0231
H  8.4654  2.4626  1.6066
H  7.8056  3.3727  2.9905
H  8.4724  5.4894  2.8974
H  8.8732  6.2140  1.3267
H  9.8530  4.8666  1.9497
C  -4.8830  -5.8940  -6.3191
O  -5.4137  -5.2836  -5.1674
C  -5.2581  -6.0654  -3.9950
C  -5.0637  -5.2022  -2.7694
O  -3.7822  -4.6107  -2.6669
C  -3.4772  -3.5089  -3.5061
C  -4.1578  -2.2181  -3.1135
O  -5.5268  -2.2229  -3.4810
C  -6.3292  -1.4576  -2.6064
H  -5.4649  -6.7776  -6.6091
H  -4.9258  -5.1634  -7.1252
H  -3.8375  -6.1852  -6.1674
H  -4.4010  -6.7412  -4.0941
H  -6.1656  -6.6696  -3.8561
H  -5.1333  -5.8637  -1.9023
H  -5.8592  -4.4598  -2.6810
H  -3.6590  -3.7418  -4.5572
H  -2.4015  -3.3584  -3.3858
H  -3.6667  -1.3851  -3.6370
H  -4.0461  -2.0640  -2.0340
H  -6.1938  -1.7732  -1.5665
H  -7.3678  -1.6196  -2.8909
H  -6.1003  -0.3895  -2.6858



C25H55Cl2O18P2 | the ωB97M-V functional and the def2-TZVPD basis

The energy relative to the best compared isomer or geometry (same formula, charge and spin) comes out at 3.479 eV. The HOMO energy comes out at -0.15226 Eh. Its total charge is -1. The frontier orbital gap comes out at 0.237 hartree. The value obtained for the max |F| is 0.097 hartree/bohr. For the total energy, the calculation gives -3943.1753 hartree. The lowest unoccupied orbital energy is 2.308 eV. The value obtained for the molar mass is 776.551 g mol⁻¹.

Element x y z (Å)
C  0.9923  -0.6382  0.6151
C  2.1290  0.1366  -0.0678
O  3.2936  -0.1769  0.1043
O  1.9392  1.2063  -0.7273
H  1.0798  -0.6351  1.7016
H  1.0574  -1.6784  0.2960
H  0.0851  -0.1270  0.2931
C  4.0358  -0.2115  3.2024
Cl  3.5870  0.8612  4.5978
Cl  5.2038  -1.4614  3.6854
H  3.1212  -0.6558  2.8097
H  4.4399  0.3149  2.3377
C  0.1280  0.0449  -3.8767
O  1.0127  -1.0055  -4.3123
P  2.5216  -1.1930  -3.7315
O  3.3123  0.0387  -3.5932
O  2.3483  -2.0318  -2.3689
C  1.6500  -3.3187  -2.3099
O  3.1870  -2.2717  -4.8315
C  4.5818  -2.4234  -5.0596
H  -0.0756  0.6845  -4.7355
H  0.4012  0.6575  -3.0175
H  -0.8327  -0.4435  -3.7134
H  2.2842  -4.1249  -1.9413
H  1.3947  -3.6034  -3.3306
H  0.7719  -3.2676  -1.6660
H  5.2054  -1.7592  -4.4612
H  4.8069  -2.3454  -6.1232
H  4.9318  -3.4149  -4.7725
C  -2.1864  4.2721  3.5763
O  -1.2074  4.0374  4.5426
P  -0.3991  2.6146  4.5941
O  0.7266  2.5519  5.6127
O  -1.6066  1.4846  4.7126
C  -1.3954  0.1983  4.1985
O  0.1129  2.4813  3.0480
C  1.4284  2.6562  2.6401
H  -2.0808  5.2063  3.0248
H  -3.1619  4.2248  4.0604
H  -2.3844  3.4321  2.9105
H  -0.3641  0.0794  3.8663
H  -2.0413  0.0771  3.3289
H  -1.6114  -0.5022  5.0052
H  1.4070  3.3667  1.8138
H  1.7707  1.7184  2.2024
H  2.1187  3.0563  3.3828
O  1.8329  -2.8471  3.2337
C  1.9244  -3.7481  2.3961
O  0.9409  -4.6297  2.0089
C  -0.3788  -4.4737  2.5507
C  -1.3738  -5.0744  1.5192
C  3.2907  -4.1472  1.8376
H  -0.5184  -3.4050  2.7136
H  -0.4797  -4.8835  3.5557
H  -1.1304  -6.1048  1.2600
H  -1.2670  -4.5239  0.5845
H  -2.4240  -5.1039  1.8096
H  4.0486  -3.6195  2.4166
H  3.4577  -3.9236  0.7839
H  3.5838  -5.1781  2.0363
O  -4.5954  -1.8718  1.9903
C  -3.3740  -1.9732  2.1360
O  -2.7869  -2.3777  3.3202
C  -3.4878  -2.8766  4.4421
C  -4.0236  -4.2776  4.1938
C  -2.3749  -1.8347  0.9662
H  -4.2376  -2.1575  4.7716
H  -2.7720  -2.8855  5.2641
H  -4.6914  -4.6101  4.9885
H  -3.1737  -4.9330  4.0029
H  -4.6057  -4.3056  3.2726
H  -2.2848  -0.7637  0.7844
H  -2.5396  -2.3943  0.0455
H  -1.3438  -2.1164  1.1800
O  -2.7922  0.5317  -1.0931
C  -2.4407  1.7103  -1.1489
O  -2.6934  2.5991  -2.1447
C  -3.3675  2.2219  -3.2754
C  -4.8937  2.2625  -3.0366
C  -1.6134  2.3012  -0.0210
H  -3.0327  1.2845  -3.7195
H  -3.0294  2.9181  -4.0429
H  -5.1529  3.2020  -2.5484
H  -5.2837  1.4819  -2.3835
H  -5.5289  2.2840  -3.9221
H  -1.7455  1.6721  0.8593
H  -2.1703  3.2300  0.1027
H  -0.5605  2.5221  -0.1960
O  2.6592  3.0015  -3.3001
C  1.6595  3.7379  -3.2151
O  1.2611  4.4310  -4.2714
C  1.8688  4.3150  -5.5652
C  1.6248  5.5612  -6.3088
C  0.8270  4.0393  -2.0010
H  1.5990  3.4009  -6.0940
H  2.9477  4.1661  -5.5211
H  2.2684  6.3583  -5.9367
H  0.6091  5.9566  -6.3081
H  2.0106  5.4254  -7.3191
H  0.7433  5.1258  -1.9759
H  1.3575  3.7619  -1.0901
H  -0.0663  3.4245  -2.1117